Version a
Entry from the OMol25 dataset: a cluster of 2 separate species, C7H14N2 in total (wB97M-V/def2-TZVPD).

Each line ends with the natural charge from an NBO analysis.
CARTESIAN COORDINATES (ANGSTROEM)
C (2.846, 1.845, 0.786)  -0.65
C (2.402, 0.800, -0.170)  0.09
C (1.166, 0.234, -0.282)  -0.13
N (1.178, -0.454, -1.478)  -0.53
C (2.484, -0.478, -1.876)  0.17
N (3.255, 0.216, -1.090)  -0.46
H (2.376, 1.706, 1.770)  0.22
H (2.749, 2.852, 0.401)  0.22
H (3.852, 1.679, 1.174)  0.23
H (0.324, 0.518, 0.322)  0.22
H (0.498, -1.130, -1.781)  0.41
H (2.844, -1.133, -2.655)  0.19
C (-2.639, -0.426, -0.815)  -0.61
C (-2.856, -0.363, 0.719)  -0.40
C (-1.600, -0.864, 1.486)  -0.62
H (-3.631, -0.380, -1.272)  0.21
H (-2.237, -1.409, -1.035)  0.20
H (-2.108, 0.435, -1.212)  0.21
H (-3.317, 0.538, 1.098)  0.21
H (-3.583, -1.167, 0.827)  0.19
H (-1.866, -1.804, 1.967)  0.21
H (-0.778, -1.009, 0.796)  0.20
H (-1.359, -0.206, 2.321)  0.21

The value obtained for the HOMO energy is -0.31560 Ha. As for the SMILES: Cc1c[nH]cn1.CCC. Its LUMO energy is 0.88 eV. The molar mass comes out at 126.20 g/mol. The HOMO-LUMO gap comes out at 9.46 eV. As for the total charge: 0.

---

Version b
Entry from the OMol25 dataset: a cluster of 2 separate species, C7H14N2 in total (wB97M-V/def2-TZVPD).

Each line ends with the natural charge from an NBO analysis.
CARTESIAN COORDINATES (ANGSTROEM)
C (0.803, -3.110, -1.648)  -0.64
C (0.841, -1.609, -1.562)  0.10
C (-0.126, -0.764, -1.990)  -0.13
N (0.439, 0.530, -1.876)  -0.53
C (1.762, 0.334, -1.592)  0.17
N (1.977, -0.909, -1.240)  -0.46
H (1.681, -3.610, -1.249)  0.23
H (0.555, -3.417, -2.665)  0.22
H (-0.065, -3.466, -1.102)  0.21
H (-1.169, -0.695, -2.252)  0.21
H (-0.043, 1.364, -2.159)  0.41
H (2.407, 1.172, -1.385)  0.19
C (-1.502, 2.181, 1.316)  -0.61
C (-1.324, 0.939, 2.198)  -0.41
C (0.178, 0.647, 2.269)  -0.61
H (-2.276, 2.888, 1.630)  0.21
H (-1.664, 1.933, 0.257)  0.19
H (-0.618, 2.799, 1.316)  0.20
H (-1.712, 1.173, 3.198)  0.20
H (-1.857, 0.087, 1.785)  0.20
H (0.811, 1.522, 2.214)  0.20
H (0.407, -0.005, 3.119)  0.21
H (0.493, 0.017, 1.417)  0.21

The value obtained for the HOMO energy is -0.31934 Ha. As for the SMILES: Cc1c[nH]cn1.CCC. Its LUMO energy is 0.85 eV. The molar mass comes out at 126.20 g/mol. The HOMO-LUMO gap comes out at 9.54 eV. As for the total charge: 0.

---

Version c
Entry from the OMol25 dataset: the molecule C7H14N2 (wB97M-V/def2-TZVPD).

Each line ends with the natural charge from an NBO analysis.
CARTESIAN COORDINATES (ANGSTROEM)
C (-1.165, 1.930, -1.086)  -0.66
C (-0.483, 0.615, -0.797)  0.03
C (0.043, -0.072, -2.034)  -0.63
C (-0.684, -0.053, 0.406)  -0.06
C (-1.954, -0.003, 1.211)  -0.65
C (0.490, -0.703, 0.897)  0.06
N (0.479, -1.846, 1.698)  -0.83
C (1.664, -0.145, 0.440)  -0.03
N (2.902, -0.771, 0.511)  -0.83
H (-0.493, 2.569, -1.671)  0.22
H (-2.085, 1.800, -1.665)  0.21
H (-1.415, 2.474, -0.170)  0.21
H (-0.747, -0.126, -2.796)  0.20
H (0.346, -1.105, -1.840)  0.22
H (0.887, 0.470, -2.471)  0.20
H (-2.572, 0.867, 0.971)  0.22
H (-2.565, -0.890, 1.000)  0.22
H (-1.766, 0.028, 2.288)  0.20
H (-0.391, -1.969, 2.199)  0.38
H (1.285, -1.866, 2.318)  0.37
H (1.766, 0.923, 0.269)  0.20
H (2.845, -1.777, 0.394)  0.37
H (3.615, -0.349, -0.070)  0.38

The value obtained for the HOMO energy is -0.24342 Ha. As for the SMILES: CC(C)=C(C)/C(N)=C/N. Its LUMO energy is 0.92 eV. The molar mass comes out at 126.20 g/mol. The HOMO-LUMO gap comes out at 7.55 eV. As for the total charge: 0.

---

Version d
Entry from the OMol25 dataset: the molecule C7H14N2 (wB97M-V/def2-TZVPD).

Each line ends with the natural charge from an NBO analysis.
CARTESIAN COORDINATES (ANGSTROEM)
C (-0.025, -1.295, -0.367)  -0.37
C (0.745, -0.273, -0.214)  0.16
C (-1.563, -1.125, -0.431)  -0.25
C (2.789, -0.394, 1.175)  -0.59
C (-1.222, 1.234, 1.320)  -0.44
C (-1.966, 0.536, -2.152)  -0.41
C (2.084, 0.266, -0.015)  -0.51
N (-1.128, 1.174, -0.109)  -0.25
N (-1.874, 0.244, -0.733)  -0.23
H (0.255, -2.337, -0.449)  0.22
H (-1.998, -1.780, -1.188)  0.21
H (-1.972, -1.408, 0.543)  0.21
H (3.850, -0.158, 1.157)  0.21
H (2.670, -1.476, 1.144)  0.20
H (2.369, -0.034, 2.109)  0.21
H (-1.015, 0.299, 1.856)  0.17
H (-0.502, 1.990, 1.632)  0.21
H (-2.219, 1.587, 1.611)  0.19
H (-2.114, 1.609, -2.252)  0.22
H (-1.056, 0.249, -2.689)  0.19
H (-2.821, 0.006, -2.567)  0.20
H (2.663, 0.091, -0.929)  0.22
H (2.036, 1.348, 0.140)  0.23

The value obtained for the HOMO energy (spin up / spin down) is -0.27022 / -0.26886 Ha. Its LUMO energy (spin up / spin down) is 0.93 / 0.85 eV. The molar mass comes out at 126.20 g/mol. The HOMO-LUMO gap (spin up / spin down) comes out at 8.29 / 8.16 eV. As for the total charge: 0.

---

Most stable structure: version b

---

Version a
Entry from the OMol25 dataset: a cluster of 2 separate species, C7H14N2 in total (wB97M-V/def2-TZVPD).

Each line ends with the natural charge from an NBO analysis.
CARTESIAN COORDINATES (ANGSTROEM)
C (-2.417, -2.521, -0.349)  -0.61
C (-1.174, -1.696, -0.767)  -0.43
C (-1.104, -0.420, 0.041)  0.11
C (-1.218, 0.925, -0.276)  -0.13
N (-0.759, 1.555, 0.851)  -0.51
C (-0.467, 0.647, 1.819)  0.15
N (-0.666, -0.559, 1.322)  -0.48
H (-3.260, -1.884, -0.092)  0.21
H (-2.094, -3.020, 0.576)  0.22
H (-2.733, -3.199, -1.144)  0.20
H (-0.184, -2.114, -0.530)  0.22
H (-1.202, -1.628, -1.858)  0.21
H (-1.682, 1.388, -1.121)  0.22
H (-0.796, 2.546, 0.995)  0.41
H (-0.074, 0.861, 2.788)  0.20
C (2.981, 1.615, -1.255)  -0.60
C (3.728, 0.370, -0.715)  -0.60
H (1.937, 1.549, -0.928)  0.20
H (3.460, 2.474, -0.791)  0.20
H (3.051, 1.725, -2.329)  0.20
H (3.692, 0.203, 0.355)  0.21
H (3.305, -0.501, -1.234)  0.20
H (4.783, 0.491, -0.968)  0.20

The value obtained for the HOMO energy is -0.31417 Ha. As for the SMILES: CCc1c[nH]cn1.CC. Its LUMO energy is 0.86 eV. The molar mass comes out at 126.20 g/mol. The HOMO-LUMO gap comes out at 9.41 eV. As for the total charge: 0.

---

Version b
Entry from the OMol25 dataset: a cluster of 2 separate species, C7H14N2 in total (wB97M-V/def2-TZVPD).

Each line ends with the natural charge from an NBO analysis.
CARTESIAN COORDINATES (ANGSTROEM)
H (2.607, -1.337, -1.492)  0.33
N (2.796, -1.078, -0.512)  -0.63
C (1.699, -0.794, 0.068)  0.13
C (0.101, -1.578, -0.346)  -0.15
C (-0.130, -2.821, 0.105)  -0.61
H (1.742, -0.494, 1.131)  0.14
H (-0.029, -1.362, -1.399)  0.17
H (0.008, -3.159, 1.124)  0.19
H (-0.309, -3.648, -0.571)  0.21
C (0.328, 1.298, -1.636)  -0.41
C (-0.209, 1.258, -0.401)  0.17
C (-0.231, 2.520, 0.417)  -0.67
N (-1.013, 0.097, -0.032)  -0.57
C (-1.435, -0.036, 1.379)  -0.41
H (0.955, 2.118, -1.960)  0.21
H (0.262, 0.464, -2.324)  0.20
H (-1.081, 3.153, 0.143)  0.23
H (-0.209, 2.358, 1.495)  0.22
H (0.661, 3.114, 0.206)  0.23
H (-1.883, 0.142, -0.577)  0.39
H (-0.544, -0.169, 1.991)  0.20
H (-2.108, -0.888, 1.468)  0.22
H (-1.976, 0.844, 1.724)  0.19

The value obtained for the HOMO energy is -0.27111 Ha. As for the SMILES: [H]/N=C\C=C.C=C(C)NC. Its LUMO energy is 0.67 eV. The molar mass comes out at 126.20 g/mol. The HOMO-LUMO gap comes out at 8.04 eV. As for the total charge: 0.

---

Most stable structure: version a

---

Version a
Entry from the OMol25 dataset: the molecule CH2ClP (wB97M-V/def2-TZVPD).

Each line ends with the natural charge from an NBO analysis.
CARTESIAN COORDINATES (ANGSTROEM)
H (-1.861, -0.913, 0.512)  -0.04
P (-0.969, 0.124, 0.959)  0.32
C (0.470, 0.009, -0.250)  -0.52
Cl (1.601, 1.313, -0.063)  0.01
H (0.760, -0.534, -1.159)  0.22

The value obtained for the HOMO energy is -0.32836 Ha. As for the SMILES: [H]/P=C/Cl. Its LUMO energy is -0.76 eV. The molar mass comes out at 80.45 g/mol. The HOMO-LUMO gap comes out at 8.17 eV. As for the total charge: 0.

---

Version b
Entry from the OMol25 dataset: a structure of composition CH2ClP (wB97M-V/def2-TZVPD).

Each line ends with the natural charge from an NBO analysis.
CARTESIAN COORDINATES (ANGSTROEM)
C (-0.203, 0.420, 0.326)  -0.49
P (-2.139, 1.247, 1.401)  0.41
Cl (-2.041, 2.950, 0.331)  -0.31
H (-0.430, -0.674, 0.519)  0.20
H (-0.016, 1.170, -0.409)  0.18

The value obtained for the HOMO energy (spin up / spin down) is -0.31423 / -0.34046 Ha. Its LUMO energy (spin up / spin down) is -0.38 / -1.05 eV. The molar mass comes out at 80.45 g/mol. The HOMO-LUMO gap (spin up / spin down) comes out at 8.17 / 8.22 eV. As for the total charge: 0.

---

Most stable structure: version a